Entry 1:
The following is a DFT calculation (ωB97M-V/def2-TZVPD) of a cluster of 4 separate species, C22H52ClO15PS3 in total at a distorted geometry.

Structure (XYZ):
```
94
Properties=species:S:1:pos:R:3:forces:R:3
C -4.5908 -6.0195 3.1375 -0.1 0.0 0.3
C -4.2619 -5.4670 1.6050 0.4 -0.3 0.7
C -3.0676 -4.3024 1.7275 -1.6 -1.9 -0.1
Cl -1.4439 -5.2697 1.7624 -1.3 1.1 -0.1
O -3.1773 -3.4413 0.5418 1.1 2.3 3.8
P -3.1258 -1.7469 0.9330 -3.2 4.7 -5.5
O -3.9213 -0.9978 -0.2532 3.4 -3.2 4.6
O -1.5167 -1.0441 0.9173 -2.4 -2.8 1.1
C -0.5338 -1.9188 1.5742 1.0 0.0 0.8
C 0.6870 -1.0466 2.3096 -0.7 -0.7 0.6
O 1.0401 0.1755 1.5486 0.7 -1.0 2.4
O -3.9405 -1.2984 2.4052 3.3 -0.6 -1.5
C -3.2146 -0.1421 3.0239 1.1 1.8 1.0
C -3.9882 0.4380 4.3572 0.5 -0.3 0.4
C -4.1312 -0.7145 5.5378 -0.6 -0.3 0.1
C -2.8834 -0.7386 6.6035 0.4 -0.8 -0.2
C -1.6977 -1.6797 5.9709 0.8 0.1 0.8
C -0.6650 -2.2722 7.1447 -0.1 0.9 -1.8
C 0.5705 -2.9963 6.3140 -0.8 0.7 0.8
O 0.4274 -4.4763 6.4014 -0.1 1.5 -2.4
C -0.0309 -4.9999 5.0851 0.1 -0.8 -0.1
H -4.4247 -7.1944 3.2422 -0.5 2.7 -0.4
H -5.6953 -5.7359 3.4217 2.2 -0.7 -0.5
H -3.8981 -5.5129 3.9560 -1.3 -1.0 -1.8
H -5.2321 -5.0504 1.0585 2.3 -0.6 1.3
H -3.8645 -6.3884 0.9914 -0.6 2.1 1.0
H -3.1195 -3.7490 2.7566 0.1 -0.8 -2.1
H -1.0999 -2.4641 2.4628 1.6 0.7 -1.8
H -0.1231 -2.6530 0.7583 -0.7 1.3 1.8
H 1.6068 -1.7906 2.4506 -1.9 1.6 -0.4
H 0.2675 -0.7880 3.3932 1.0 -0.3 -2.3
H 1.6608 0.7478 2.1231 -1.4 -1.5 -1.2
H -3.0375 0.7167 2.2146 -0.7 -1.9 1.7
H -2.1230 -0.4417 3.3869 -2.4 0.3 -0.8
H -5.0198 0.9390 4.1248 2.0 -1.2 0.2
H -3.2879 1.2848 4.8134 -1.4 -1.7 -1.2
H -5.1705 -0.5768 6.0999 2.3 -0.2 -1.2
H -4.1723 -1.7919 5.0262 0.0 2.4 1.1
H -3.1777 -1.2019 7.6628 0.4 0.9 -2.4
H -2.4306 0.3210 6.8362 -1.0 -1.9 -0.6
H -0.9981 -1.0143 5.2696 -1.6 -1.5 1.3
H -2.1180 -2.6052 5.3476 0.8 2.1 1.3
H -0.2211 -1.3211 7.6864 -1.0 -2.1 -0.7
H -1.2465 -3.0011 7.8554 1.4 1.4 -1.3
H 0.4998 -2.6172 5.1859 0.4 -1.0 2.4
H 1.5705 -2.6002 6.7999 -1.8 -1.3 -1.1
H -0.0633 -6.1830 5.1340 0.2 2.5 0.1
H 0.7204 -4.6920 4.2282 -1.6 -0.5 1.7
H -1.1207 -4.6484 4.8351 2.0 -0.5 0.4
C 4.3690 4.5766 -2.2979 0.2 -0.4 0.2
C 3.0885 5.1855 -1.7570 1.0 0.8 -0.3
O 2.0847 4.2002 -1.5536 -0.6 -1.0 0.9
S 2.2272 3.1943 -0.2805 -0.5 -0.1 -0.9
C 0.6053 2.4781 -0.3695 0.0 0.2 -0.1
O 2.3225 3.9779 0.9312 0.4 -0.5 -0.6
O 3.1914 2.1641 -0.6072 -0.5 0.9 0.6
H 4.8292 3.9086 -1.5636 -0.1 0.1 -0.1
H 5.0961 5.3542 -2.5443 -0.2 0.0 -0.1
H 4.1651 3.9808 -3.1931 0.0 0.2 0.1
H 3.2740 5.7443 -0.8328 -0.1 -0.2 0.0
H 2.6962 5.8993 -2.4917 -0.2 -0.4 0.2
H -0.1363 3.2490 -0.1621 0.1 0.0 -0.1
H 0.5469 1.6877 0.3829 0.1 0.2 -0.2
H 0.4610 2.0524 -1.3642 0.1 0.1 0.1
C 2.4883 -1.2183 -5.0631 0.0 0.4 -0.1
C 1.5674 -2.3895 -4.7744 0.9 -0.1 -0.8
O 0.5495 -2.0395 -3.8465 -1.1 0.5 0.2
S -0.6831 -1.1054 -4.3578 0.0 -0.2 0.6
C -1.7236 -1.2957 -2.9321 0.2 0.0 0.0
O -1.3218 -1.7443 -5.4869 0.7 0.7 0.5
O -0.2348 0.2709 -4.4058 -0.3 -1.0 -0.4
H 1.9547 -0.4145 -5.5792 0.1 -0.1 0.1
H 3.3230 -1.5265 -5.6974 -0.1 -0.1 0.1
H 2.8824 -0.7985 -4.1323 0.0 -0.1 -0.1
H 1.1291 -2.7867 -5.6969 -0.1 0.1 0.2
H 2.1528 -3.1989 -4.3216 -0.4 0.1 0.1
H -2.0412 -2.3354 -2.8592 0.1 0.1 0.0
H -2.5921 -0.6454 -3.0627 0.2 -0.1 -0.1
H -1.1656 -0.9927 -2.0442 -0.1 0.0 -0.1
C 5.3594 6.3689 -8.1713 0.2 -0.3 0.1
C 4.0789 6.9779 -7.6305 0.9 0.7 -0.2
O 3.0752 5.9926 -7.4270 -0.6 -0.9 0.8
S 3.2177 4.9866 -6.1539 -0.2 -0.2 -0.6
C 1.5957 4.2704 -6.2430 0.0 0.1 -0.1
O 3.3129 5.7703 -4.9423 0.3 -0.4 -0.9
O 4.1818 3.9565 -6.4807 -0.6 1.0 0.6
H 5.8197 5.7010 -7.4370 -0.1 0.1 -0.1
H 6.0866 7.1466 -8.4178 -0.1 0.0 0.0
H 5.1556 5.7731 -9.0665 0.0 0.2 0.1
H 4.2645 7.5367 -6.7063 -0.1 -0.2 0.0
H 3.6867 7.6916 -8.3651 -0.3 -0.3 0.2
H 0.8542 5.0413 -6.0356 0.1 0.0 0.0
H 1.5374 3.4801 -5.4906 0.2 0.1 -0.1
H 1.4515 3.8448 -7.2377 0.1 0.1 0.1
```
Forces are in eV/Å.

Multiplicity = 1
HOMO level = -9.98 eV
Kohn-Sham gap = 9.7 eV
Maximum force = 7.86 eV/A
Energy = -3993.88390 Ha

Results of the Mulliken charge analysis, in e, for atoms 1 through 8: atom 1 (C): -0.7940, atom 2 (C): -0.4145, atom 3 (C): 0.7212, atom 4 (Cl): -0.1968, atom 5 (O): -0.4145, atom 6 (P): 1.0006, atom 7 (O): -0.7254, atom 8 (O): -0.3496

---

Entry 2:
The following is a DFT calculation (ωB97M-V/def2-TZVPD) of a structure of composition C22H43N2OP2Zn at a distorted geometry.

Structure (XYZ):
```
71
Properties=species:S:1:pos:R:3:forces:R:3
Zn -1.9101 -0.5134 -0.3267 0.8 1.2 0.3
P 2.4393 1.3519 -0.4734 -1.5 -0.7 2.2
P -1.3904 -1.5615 1.6391 0.8 -1.0 1.3
N 1.3557 -1.5578 0.1631 0.1 0.2 1.1
C 2.8494 -0.2047 -1.3603 1.0 0.4 -0.8
H 2.3596 -0.1269 -2.3437 0.3 0.2 0.3
H 3.9389 -0.1995 -1.5215 -0.3 -0.1 -0.3
C 2.4738 -1.5697 -0.7839 0.0 -0.6 1.1
H 2.2112 -2.2591 -1.6056 0.2 0.4 0.2
H 3.3488 -1.9945 -0.2601 0.0 0.0 -0.4
C 0.9376 -2.9168 0.5292 0.6 0.1 0.1
H 1.5886 -3.2651 1.3545 -0.3 -0.2 -0.2
H 1.1233 -3.5924 -0.3178 -0.1 0.1 0.2
C -0.5380 -3.0594 0.9381 -0.7 -0.4 -0.2
H -0.5774 -3.8558 1.6909 -0.3 0.1 -0.2
H -1.1373 -3.3984 0.0777 0.2 0.0 0.1
C -3.2038 -2.0117 1.9319 0.2 -0.5 0.0
C -4.0978 -1.5974 0.7371 0.0 -0.1 0.4
H -3.8116 -2.1114 -0.1931 -0.1 0.2 0.1
H -4.0408 -0.4996 0.5960 -0.1 -0.4 0.0
H -5.1543 -1.8274 0.9228 0.2 -0.1 0.1
C -0.5270 -1.6333 3.2806 0.1 0.3 0.4
C -0.7123 -0.3695 4.1196 0.1 0.2 0.2
H -0.1154 -0.4696 5.0356 -0.1 0.1 -0.1
H -1.7535 -0.2115 4.4195 0.3 0.0 0.0
H -0.3473 0.5105 3.5783 -0.1 -0.2 0.1
C 3.6976 2.5973 -0.0610 1.1 0.1 -0.5
C 3.1456 3.9935 0.2710 -0.1 0.2 0.1
H 3.9205 4.5327 0.8406 -0.2 -0.2 -0.3
H 2.2574 3.9648 0.9139 0.1 -0.1 -0.2
H 2.9181 4.5921 -0.6193 0.0 -0.2 0.1
C 1.2343 2.1005 -1.6508 -0.4 -0.2 -0.1
C 0.2469 3.1871 -1.2165 -0.1 0.2 0.2
H -0.4831 3.3223 -2.0303 0.2 0.0 0.2
H 0.7214 4.1636 -1.0570 -0.1 -0.3 0.0
H -0.3092 2.9141 -0.3141 0.2 0.0 0.0
C 1.9741 0.8287 1.2317 2.2 -0.3 -1.7
C -0.8097 -2.9308 4.0692 0.1 -0.3 0.1
H -1.7069 -3.4734 3.7402 0.2 0.2 0.1
H 0.0354 -3.6282 3.9841 -0.3 0.1 0.0
H -0.9236 -2.7199 5.1423 0.0 0.0 -0.3
C 4.8630 2.6442 -1.0474 0.5 0.4 0.1
H 5.6558 3.2506 -0.5813 -0.1 -0.2 -0.4
H 5.2702 1.6468 -1.2438 0.0 0.1 0.1
H 4.6138 3.0920 -2.0174 0.0 0.0 0.3
C 2.0084 2.5482 -2.9015 -0.1 0.1 -0.4
H 1.2996 2.7052 -3.7291 0.2 0.0 0.2
H 2.5459 3.4962 -2.7492 -0.2 -0.3 0.1
H 2.7342 1.8043 -3.2406 0.0 0.1 0.0
C -3.7236 -1.3421 3.2081 -0.2 0.1 0.1
H -3.5268 -0.2623 3.1903 -0.1 -0.2 0.0
H -4.8133 -1.4685 3.2846 0.3 0.0 -0.1
H -3.2884 -1.7564 4.1230 0.0 0.1 -0.3
H -3.2262 -3.1067 2.0511 -0.2 0.2 0.0
H 0.6144 1.2227 -1.9099 0.2 0.1 0.0
H 0.5355 -1.6569 2.9866 -0.3 0.1 -0.1
H 4.0895 2.2288 0.8989 -0.1 -0.2 -0.4
O 0.9963 1.3183 1.7935 -2.2 0.9 1.5
H 1.7691 -1.0971 1.0556 -1.5 -0.9 -2.1
H 2.6490 0.0035 1.6670 -0.4 1.0 -0.4
C -3.6039 0.1761 -4.6202 0.3 0.0 0.6
C -3.5623 1.1581 -3.6217 0.6 -0.4 0.5
C -2.8108 0.9330 -2.4656 -0.3 -1.2 -1.2
N -2.1750 -0.2509 -2.2627 0.4 0.7 -2.2
C -2.0804 -1.1430 -3.2851 -0.7 0.8 0.3
C -2.8099 -0.9633 -4.4617 0.1 -0.2 0.1
H -4.2419 0.3047 -5.4899 0.2 0.0 0.1
H -4.1108 2.0807 -3.6881 -0.1 0.2 -0.2
H -2.7181 1.6653 -1.6744 -0.2 0.0 0.2
H -1.4210 -1.9953 -3.1116 -0.3 0.1 -0.1
H -2.7605 -1.7368 -5.2291 0.0 0.3 0.2
```
Forces are in eV/Å.

Multiplicity = 1
HOMO level (spin up / spin down) = -7.65 / -7.27 eV
Kohn-Sham gap (spin up / spin down) = 4.7 / 4.4 eV
Maximum force = 2.83 eV/A
Energy = -3510.45390 Ha
Total charge = +1

Results of the Mulliken charge analysis, in e, for atoms 1 through 8: atom 1 (Zn): -1.0082, atom 2 (P): 1.5174, atom 3 (P): 1.0706, atom 4 (N): 0.5370, atom 5 (C): -0.8723, atom 6 (H): 0.4531, atom 7 (H): 0.4052, atom 8 (C): -1.0429

---

Entry 3:
The following is a DFT calculation (ωB97M-V/def2-TZVPD) of an isolated molecule of C5H8ClF at a distorted geometry.

Structure (XYZ):
```
15
Properties=species:S:1:pos:R:3:forces:R:3
C 1.2896 -0.7479 -1.3958 3.2 -0.4 -1.3
C 0.0254 -0.3902 -0.6317 2.4 -0.4 -1.2
C 0.0650 0.2154 0.7232 -0.4 1.9 2.7
C -1.0637 -0.1285 1.7732 2.4 0.5 0.7
C -0.4298 1.0000 -0.4541 1.1 0.7 0.0
F 0.4209 2.0077 -0.8582 0.0 -0.3 -0.2
Cl -2.0559 1.5535 -0.6705 -0.3 -0.2 0.0
H 2.1428 -0.0538 -1.0930 -1.1 -0.7 -0.4
H 1.2442 -0.6667 -2.5462 -0.4 0.1 1.8
H 1.7937 -1.8283 -1.2768 -1.7 2.1 0.4
H -0.6738 -1.1155 -0.8570 -2.0 -1.2 0.1
H 1.0464 0.7069 1.1882 -2.1 -1.5 -1.3
H -1.8682 -0.6410 1.2404 0.0 0.1 0.5
H -1.3842 0.8394 2.2704 0.1 -1.2 -0.7
H -0.5525 -0.7510 2.5879 -1.2 0.5 -1.1
```
Forces are in eV/Å.

Multiplicity = 1
HOMO level = -9.91 eV
Kohn-Sham gap = 10.9 eV
Maximum force = 3.47 eV/A
Energy = -755.30820 Ha

Results of the natural (NBO) charge analysis, in e, for atoms 1 through 8: atom 1 (C): -0.6162, atom 2 (C): -0.2894, atom 3 (C): -0.2431, atom 4 (C): -0.6128, atom 5 (C): 0.3034, atom 6 (F): -0.3421, atom 7 (Cl): -0.0016, atom 8 (H): 0.2190